(1)
A 9-piece molecular cluster, C31H73NO12P overall, computed with ωB97M-V/def2-TZVPD.

Summary:
Spin multiplicity: 1
Charge: +1
HOMO-LUMO gap (hartree): 0.23645
LUMO energy (eV): -5.028
Energy relative to the best compared isomer or geometry (same formula, charge and spin) (eV): 0.500

Each line ends with the Mulliken charge.
Atoms and positions in Å:
P1 -3.20 -1.43 -3.24  0.15
O1 -5.92 5.39 1.04  -0.48
O2 -11.08 -4.99 -2.27  -0.48
O3 0.67 -0.34 2.89  -0.36
O4 3.42 4.55 -1.71  -0.42
O5 -2.43 -2.64 -4.21  -0.47
O6 1.78 3.89 0.68  -0.37
O7 10.59 -1.59 -1.64  -0.52
O8 -4.59 -2.27 -2.62  -0.38
O9 2.40 2.36 5.31  -0.45
O10 -4.41 2.19 0.23  -0.55
O11 -6.18 -4.00 0.30  -0.49
O12 1.58 -2.23 1.96  -0.51
N1 -2.13 -1.36 -1.78  0.23
C1 -7.16 5.38 -1.03  -0.98
C2 -1.87 -1.17 0.79  -0.61
C3 12.74 -1.31 -0.59  -1.12
C4 1.83 3.89 2.11  -0.46
C5 -11.64 -6.26 -1.95  -0.23
C6 -8.00 -3.94 -1.28  -0.77
C7 2.62 4.82 -2.85  -0.08
C8 5.75 0.15 0.67  -0.65
C9 -0.71 -1.48 -2.02  -0.50
C10 -2.74 -1.19 -0.49  -0.26
C11 2.40 -0.57 -2.22  -0.63
C12 -11.07 -7.32 -2.87  -0.99
C13 -5.15 1.01 2.20  -1.05
C14 1.85 -1.62 -1.14  0.41
C15 -4.34 2.17 1.66  0.06
C16 3.39 1.04 -0.28  0.71
C17 0.68 -1.34 1.86  0.44
C18 5.43 -1.42 0.86  0.05
C19 0.29 -1.46 -0.81  -0.03
C20 4.97 0.82 -0.56  -0.78
C21 1.02 2.73 2.66  -0.26
C22 -0.32 -1.33 0.61  0.62
C23 -6.41 6.22 -0.02  -0.18
C24 2.62 0.92 -1.68  -0.91
C25 3.43 1.39 5.50  -0.04
C26 2.41 6.32 -3.00  -1.18
C27 -7.50 -3.53 0.10  -0.22
C28 5.91 -2.35 -0.36  -0.31
C29 11.36 -1.93 -0.49  -0.12
C30 3.14 0.55 6.73  -1.13
C31 7.49 -2.68 -0.36  -0.97
H1 -7.35 -3.53 -2.06  0.26
H2 11.42 -3.02 -0.43  0.26
H3 3.08 1.19 7.63  0.35
H4 7.73 -3.38 0.51  0.29
H5 2.52 -1.56 -0.22  -0.59
H6 3.29 1.46 -2.46  0.32
H7 2.38 2.92 6.10  0.25
H8 1.80 6.54 -3.88  0.37
H9 3.41 -0.95 -2.63  0.42
H10 -11.30 -4.79 -3.19  0.28
H11 -12.73 -6.20 -2.06  0.26
H12 5.60 0.70 1.67  0.23
H13 12.66 -0.22 -0.66  0.30
H14 3.92 -0.20 6.89  0.35
H15 -4.18 -3.09 -2.22  0.31
H16 -5.56 6.72 -0.49  0.25
H17 -11.48 -8.30 -2.64  0.33
H18 1.92 6.73 -2.11  0.32
H19 1.44 4.84 2.47  0.38
H20 -7.51 -2.44 0.21  0.20
H21 -5.62 -3.61 -0.39  0.21
H22 0.66 -0.86 3.74  0.36
H23 -3.87 -1.08 -0.43  0.53
H24 3.37 6.83 -3.10  0.28
H25 1.70 -0.54 -3.14  0.41
H26 2.88 3.80 2.41  0.26
H27 -4.72 3.12 2.04  0.29
H28 13.34 -1.56 0.29  0.33
H29 -7.97 -5.03 -1.39  0.22
H30 1.97 -2.69 -1.56  0.35
H31 -4.78 0.06 1.81  0.07
H32 1.06 2.71 3.75  0.22
H33 -8.00 4.87 -0.56  0.26
H34 1.67 4.30 -2.74  0.18
H35 -11.28 -7.09 -3.92  0.33
H36 0.85 3.97 0.43  0.22
H37 -2.62 -3.48 -3.73  0.37
H38 5.90 -1.83 1.83  0.41
H39 6.88 0.22 0.44  0.26
H40 5.08 0.18 -1.50  0.25
H41 1.65 1.52 -1.61  0.22
H42 11.05 -1.92 -2.41  0.28
H43 -7.06 6.97 0.42  0.28
H44 4.29 -1.55 0.96  -0.32
H45 2.97 0.38 0.56  -0.34
H46 -5.10 0.98 3.29  0.37
H47 -2.36 -1.06 1.81  0.38
H48 8.16 -1.76 -0.32  0.11
H49 3.28 2.13 0.08  0.08
H50 -3.29 2.07 1.95  0.10
H51 -6.20 1.09 1.90  0.40
H52 -6.51 4.61 -1.46  0.26
H53 -0.26 -1.58 -3.07  0.45
H54 13.26 -1.66 -1.48  0.33
H55 5.56 -1.90 -1.35  0.14
H56 -11.40 -6.48 -0.91  0.28
H57 -9.02 -3.59 -1.45  0.25
H58 3.14 4.42 -3.72  0.32
H59 3.46 0.76 4.61  0.14
H60 2.17 0.05 6.64  0.26
H61 -7.55 6.00 -1.84  0.34
H62 5.45 1.84 -0.80  0.37
H63 1.41 1.78 2.28  -0.14
H64 10.83 -1.56 0.39  0.28
H65 -8.14 -3.96 0.87  0.32
H66 7.70 -3.21 -1.36  0.32
H67 -5.34 4.73 0.64  0.23
H68 -5.34 2.29 -0.01  0.32
H69 4.39 1.91 5.60  0.28
H70 -0.02 2.80 2.34  0.19
H71 -9.98 -7.37 -2.77  0.24
H72 5.36 -3.35 -0.24  0.33
H73 2.96 4.90 -0.93  0.24

(2)
A 7-piece molecular cluster, C31H74FN2O15 overall, computed with ωB97M-V/def2-TZVPD.

Summary:
Spin multiplicity: 1
Charge: -1
HOMO-LUMO gap (hartree): 0.23161
LUMO energy (eV): 2.077

Each line ends with the Mulliken charge.
Atoms and positions in Å:
F1 -3.08 3.91 -1.43  -0.33
O1 -3.29 -0.70 6.82  -0.33
O2 -4.69 -4.46 11.22  -0.38
O3 -5.29 -3.90 8.39  -0.25
O4 1.47 0.49 -7.26  -0.44
O5 0.03 2.71 1.75  -0.80
O6 5.67 -3.00 -3.31  -0.37
O7 2.31 4.00 0.22  -0.56
O8 0.12 0.94 -4.68  -0.06
O9 9.24 -2.52 -3.14  -0.22
O10 11.70 -4.04 -3.66  -0.38
O11 -7.19 6.48 -0.39  -0.37
O12 -6.93 5.26 -3.06  -0.42
O13 -0.32 0.47 1.91  -0.76
O14 -3.89 -0.14 4.00  -0.34
O15 3.26 -1.32 -3.06  0.15
N1 0.68 -0.40 -0.77  -0.39
N2 -0.54 0.21 -1.10  -0.18
C1 -2.82 3.22 -0.17  -0.22
C2 -6.01 -4.42 10.66  -0.51
C3 5.67 -1.65 -2.83  -0.54
C4 2.08 1.76 -7.09  -0.66
C5 1.37 2.60 -1.69  -0.01
C6 11.62 -2.61 -3.64  -0.51
C7 11.03 -4.60 -4.78  -0.68
C8 -0.32 1.50 1.16  0.13
C9 -0.13 2.77 -1.16  -0.43
C10 4.35 -1.31 -2.14  -0.68
C11 -2.69 0.59 6.87  -0.85
C12 -4.09 -3.17 11.27  -0.66
C13 -4.60 -1.08 4.80  -0.58
C14 -3.97 -4.34 8.09  -0.68
C15 1.62 -0.35 -6.12  -0.29
C16 -5.63 4.84 -2.67  -0.85
C17 8.75 -3.67 -2.46  -0.83
C18 -8.29 6.08 -1.21  -0.46
C19 -4.60 -0.67 6.27  -0.42
C20 2.49 2.76 -0.54  -0.55
C21 -6.51 7.61 -0.92  -0.75
C22 5.38 -3.07 -4.70  -0.71
C23 -7.93 4.90 -2.10  -0.48
C24 10.53 -2.13 -2.69  -0.61
C25 -0.85 1.68 -5.40  -0.95
C26 -0.76 1.50 -0.40  1.05
C27 -2.38 1.71 -0.37  -1.01
C28 -6.00 -4.84 9.20  -0.53
C29 0.36 -0.34 -5.25  -0.58
C30 2.51 -2.53 -3.00  -1.01
C31 -2.57 -0.57 3.70  -0.70
H1 -3.80 3.26 0.44  0.24
H2 6.28 -2.80 -5.27  0.33
H3 -5.54 7.68 -0.43  0.26
H4 11.66 -4.50 -5.67  0.32
H5 -8.66 6.93 -1.80  0.31
H6 2.30 3.71 1.16  0.34
H7 -5.60 -5.85 9.07  0.36
H8 5.12 -4.10 -4.94  0.23
H9 -2.85 1.15 5.96  0.36
H10 -7.04 -4.84 8.83  0.35
H11 -2.89 1.17 -1.25  0.35
H12 1.84 -2.49 -2.13  0.29
H13 -1.85 1.31 -5.15  0.28
H14 -6.61 -5.14 11.23  0.38
H15 -0.70 1.61 -6.48  0.44
H16 3.49 2.91 -1.11  0.32
H17 8.38 -3.39 -1.47  0.31
H18 3.16 1.67 -7.23  0.33
H19 2.50 -0.05 -5.54  0.22
H20 -6.45 -3.43 10.79  0.31
H21 6.48 -1.57 -2.10  0.40
H22 2.57 1.84 0.14  0.24
H23 12.59 -2.24 -3.29  0.38
H24 1.63 3.40 -2.48  0.46
H25 -3.40 -3.47 7.75  0.12
H26 -7.07 8.52 -0.70  0.32
H27 9.52 -4.44 -2.35  0.51
H28 -8.82 4.60 -2.66  0.39
H29 -1.62 0.45 7.02  0.26
H30 -3.47 -4.76 8.97  0.39
H31 -5.51 3.77 -2.87  0.37
H32 -4.19 -2.09 4.67  0.32
H33 -4.90 5.39 -3.27  0.31
H34 -2.06 3.83 0.46  0.33
H35 7.92 -4.09 -3.03  0.14
H36 -2.06 -1.00 4.57  0.38
H37 -7.60 4.04 -1.50  0.30
H38 1.91 -2.60 -3.90  0.19
H39 -4.00 -5.08 7.29  0.29
H40 10.54 -1.04 -2.67  0.37
H41 10.06 -4.14 -4.95  0.26
H42 1.68 2.44 -7.84  0.25
H43 10.89 -5.67 -4.58  0.25
H44 -0.78 2.72 -5.10  0.23
H45 4.42 -0.29 -1.75  0.31
H46 3.15 -3.41 -2.93  0.36
H47 -1.34 -0.42 -0.97  0.34
H48 4.56 -2.42 -4.99  0.28
H49 -5.64 -1.09 4.44  0.39
H50 -3.02 -3.31 11.42  0.25
H51 -6.35 7.53 -2.00  0.32
H52 -5.05 0.32 6.40  0.34
H53 11.46 -2.22 -4.65  0.32
H54 -0.79 2.96 -2.09  0.06
H55 -2.72 1.14 0.58  0.15
H56 4.16 -1.98 -1.30  0.46
H57 -4.50 -2.62 12.12  0.32
H58 -0.16 3.74 -0.55  0.37
H59 0.51 -1.04 -4.42  0.22
H60 -2.00 0.29 3.35  0.14
H61 1.23 -0.52 -1.65  0.05
H62 -0.51 -0.68 -5.82  0.42
H63 -3.09 1.14 7.73  0.31
H64 1.88 2.18 -6.10  0.22
H65 1.79 -1.36 -6.49  0.36
H66 1.59 1.59 -2.19  -0.41
H67 -5.21 -1.39 6.84  0.32
H68 -4.25 -2.60 10.35  0.25
H69 -5.43 5.04 -1.61  0.38
H70 -9.10 5.77 -0.53  0.36
H71 0.47 -1.38 -0.49  0.28
H72 -2.60 -1.32 2.89  0.36
H73 5.88 -0.95 -3.64  0.28
H74 10.71 -2.48 -1.67  0.37

(3)
A 14-piece molecular cluster, C31H77BN3O21 overall, computed with ωB97M-V/def2-TZVPD.

Summary:
Spin multiplicity: 1
Charge: -1
HOMO-LUMO gap (hartree): 0.30495
LUMO energy (eV): 2.100
Energy relative to the best compared isomer or geometry (same formula, charge and spin) (eV): 0.000

Each line ends with the Mulliken charge.
Atoms and positions in Å:
O1 0.75 5.63 -0.64  -0.69
O2 0.67 -0.05 2.88  0.26
O3 -6.75 -2.05 2.45  -0.49
O4 -0.47 1.27 -5.45  -0.62
O5 -0.94 1.63 -3.28  -0.65
O6 -2.37 1.41 0.82  -0.54
O7 1.44 -0.62 -4.31  -0.61
O8 -4.69 2.48 2.62  -0.66
O9 -2.89 1.72 -6.71  -0.60
O10 -0.57 4.04 -7.20  -0.59
O11 3.09 1.74 3.29  -0.76
O12 -3.18 3.37 -3.98  -0.72
O13 -0.30 3.53 3.74  -0.69
O14 -4.38 1.84 -1.89  -0.66
O15 0.23 2.81 0.93  -0.51
O16 3.80 3.84 -2.33  -0.61
O17 1.86 -0.68 -7.26  -0.68
O18 -1.56 0.73 -1.16  -0.03
O19 0.51 0.03 -2.37  -0.20
O20 0.31 2.16 -1.22  -0.05
O21 -2.06 -0.71 2.63  -0.62
N1 1.55 -1.14 2.81  1.18
N2 4.41 2.83 -1.55  1.14
N3 -5.71 -2.69 1.76  0.46
C1 1.79 -1.61 1.45  1.51
C2 -0.23 2.24 -0.02  0.10
C3 5.74 0.80 -1.45  -0.91
C4 2.90 -2.68 1.41  -1.48
C5 5.15 1.87 -2.36  1.60
C6 0.33 -2.81 4.25  -1.61
C7 5.43 2.17 0.55  -0.64
C8 6.46 1.39 -0.25  -1.02
C9 1.58 -1.95 4.01  1.27
C10 -4.31 -2.82 -0.24  -0.60
C11 4.18 1.20 -3.32  -1.90
C12 0.51 -2.23 0.82  -1.25
C13 -6.73 -2.18 -0.48  -1.93
C14 0.67 0.04 -3.68  0.53
C15 -5.09 -0.66 0.61  -1.69
C16 2.22 -0.44 0.57  -0.45
C17 -5.58 -4.09 2.14  1.47
C18 -4.35 -4.33 -0.09  -0.89
C19 -1.52 1.40 -0.02  0.29
C20 -0.33 1.04 -4.28  0.36
C21 2.87 -3.63 2.61  -0.87
C22 3.51 3.73 0.48  -1.47
C23 -5.30 -4.14 3.64  -1.84
C24 -5.50 -2.11 0.43  1.80
C25 -6.84 -4.91 1.81  -1.68
C26 1.78 -1.05 5.22  -1.98
C27 5.71 4.53 -0.33  -1.81
C28 6.28 2.51 -3.18  -1.89
C29 -4.36 -4.67 1.41  -1.02
C30 4.79 3.31 -0.24  1.61
C31 2.82 -2.84 3.91  -1.16
B1 -0.41 1.13 -2.00  1.36
H1 -0.08 -3.24 3.34  0.20
H2 -4.40 -3.55 3.88  0.31
H3 6.91 3.16 -2.56  0.34
H4 -5.25 -4.74 -0.55  0.34
H5 -4.13 1.71 2.51  0.29
H6 -4.39 -5.77 1.49  0.47
H7 2.69 -3.29 0.52  0.42
H8 -6.13 -3.70 4.20  0.38
H9 -6.55 -1.58 -1.38  0.44
H10 -7.66 -4.54 2.42  0.42
H11 -0.02 4.41 -7.91  0.28
H12 3.06 0.77 3.25  0.27
H13 -0.21 3.06 2.90  0.35
H14 2.95 0.20 1.06  -0.47
H15 1.11 -0.19 5.17  0.33
H16 5.21 5.34 -0.87  0.39
H17 3.88 -2.23 1.23  0.45
H18 6.95 1.76 -3.61  0.38
H19 5.80 2.57 1.49  0.61
H20 6.02 4.89 0.65  0.39
H21 -2.87 -0.86 3.14  0.29
H22 -2.68 2.61 -4.28  0.36
H23 4.76 0.46 -3.89  0.44
H24 -4.19 -0.64 1.21  0.30
H25 1.28 -0.44 -6.53  0.35
H26 -3.48 -4.80 -0.55  0.41
H27 -6.97 -3.18 -0.85  0.34
H28 1.98 -4.27 2.50  0.32
H29 0.56 -2.24 -0.27  0.42
H30 3.74 -4.30 2.60  0.47
H31 -4.35 -2.59 -1.31  0.52
H32 -2.23 0.09 2.11  0.05
H33 6.63 4.33 -0.89  0.35
H34 3.38 0.66 -2.82  -0.03
H35 -3.07 1.48 -7.63  0.29
H36 -3.23 3.94 -4.75  0.28
H37 2.74 2.97 0.29  0.05
H38 0.55 3.42 4.17  0.32
H39 -0.50 -2.25 4.69  0.34
H40 -3.55 1.36 -1.82  0.29
H41 2.77 -0.59 5.22  0.38
H42 6.88 0.60 0.37  0.48
H43 3.62 3.83 1.56  0.30
H44 2.67 -0.82 -0.35  0.73
H45 -5.19 2.52 1.80  0.35
H46 3.73 -2.25 3.99  0.34
H47 2.52 2.01 2.56  0.21
H48 2.40 -1.39 -6.90  0.30
H49 4.96 0.15 -1.04  0.03
H50 -0.21 -0.40 2.64  0.04
H51 7.28 2.06 -0.55  0.43
H52 5.89 3.11 -4.01  0.36
H53 1.08 4.73 -0.60  0.32
H54 -7.58 -2.40 2.09  0.34
H55 3.16 4.70 0.12  0.14
H56 3.78 1.86 -4.09  0.46
H57 -6.66 -5.96 2.00  0.40
H58 1.63 -1.56 6.18  0.46
H59 2.87 -3.55 4.74  0.48
H60 -7.61 -1.74 -0.01  0.44
H61 2.91 3.50 -2.51  0.35
H62 6.38 0.13 -2.03  0.57
H63 -4.23 2.46 -2.63  0.40
H64 1.52 6.17 -0.84  0.31
H65 -5.09 -5.16 3.97  0.39
H66 -7.10 -4.73 0.77  0.36
H67 4.62 1.48 0.81  -0.16
H68 -3.43 -4.35 1.87  0.21
H69 -0.35 -1.60 1.05  -0.09
H70 -0.51 3.09 -7.32  0.31
H71 -3.37 -2.42 0.15  -0.15
H72 -4.87 -0.14 -0.32  0.25
H73 -2.02 1.34 -6.52  0.36
H74 0.34 -3.23 1.22  0.41
H75 -5.85 -0.08 1.14  0.47
H76 0.57 -3.64 4.92  0.43
H77 1.37 0.15 0.25  -0.99

- Look up the HOMO-LUMO gap of the first one.
  0.23645 hartree

- Which of these has the highest LUMO energy?
  C31H77BN3O21

- Number 1 is which compound?
  C31H73NO12P

- What is the formula in the first record?
  C31H73NO12P